Record 1
A cluster of 11 separate species, C34H94N16O11 in total at a distorted geometry, computed with the ωB97M-V functional and the def2-TZVPD basis.

The geometry in ORCA input format:
```
! wB97M-V def2-TZVPD RIJCOSX def2/J DEFGRID3
* xyz 0 1
O -0.195 5.751 -0.504
O 4.340 4.170 -4.102
O -3.888 1.535 0.909
O -0.315 -0.427 1.810
O -3.732 -5.439 -2.438
O -2.992 -3.094 4.603
O 3.786 -5.023 3.544
O 5.144 -2.176 -1.939
O -0.362 -0.986 -3.053
O 2.872 3.290 5.110
O -0.891 2.082 4.885
N 0.518 -1.341 -5.118
N 0.317 0.173 4.898
N 0.031 0.794 -4.404
N -3.051 1.174 -1.996
N -0.159 1.194 6.887
N 2.747 2.612 -3.656
N -1.414 -2.189 5.956
N 4.201 1.542 2.205
N 4.394 3.053 -2.139
N 5.132 -0.147 -2.863
N 1.789 0.150 -1.111
N 4.415 -1.657 2.074
N 3.490 -1.750 -3.426
N -1.265 -4.390 5.289
N -3.732 -4.147 -2.988
N 0.400 4.747 -4.019
C 2.153 4.477 5.342
C -4.042 -1.617 -4.333
C 0.052 -0.539 -4.119
C 3.205 3.125 3.748
C 0.470 5.100 -1.596
C -3.486 -3.073 -0.826
C 4.629 -1.416 -2.764
C -3.367 -2.839 -4.933
C -3.058 -5.237 -5.126
C -3.936 2.232 -1.415
C 5.097 -5.566 3.661
C -3.399 1.901 2.215
C 1.151 0.413 0.166
C 5.548 2.027 4.225
C 4.455 -2.648 3.143
C 3.721 -2.192 4.398
C -4.233 -3.050 -2.170
C -3.557 2.589 0.011
C -3.897 -4.154 -4.458
C -3.853 -1.674 -2.827
C 0.367 1.726 0.012
C 0.269 5.345 0.765
C -5.371 -4.500 -4.839
C -1.677 5.382 -2.948
C 3.857 3.317 -3.341
C -5.377 1.719 -1.527
C -0.339 1.201 5.528
C 4.113 1.914 3.622
C 3.758 -3.931 2.626
C -0.176 5.552 -2.891
C -5.776 -3.183 -1.911
C -1.912 -3.191 5.175
C 0.271 -0.757 0.572
C -1.444 -1.189 2.210
H -3.232 -6.250 -4.761
H -4.659 -5.589 -2.174
H -2.298 -2.801 -4.699
H -5.545 -5.517 -4.498
H -2.504 2.892 -0.017
H -2.125 5.817 -2.053
H 3.249 -2.723 -3.410
H -0.526 1.589 -0.591
H 0.008 6.155 1.448
H -3.815 3.108 -2.053
H -2.074 5.913 -3.815
H 4.978 -6.455 4.283
H -3.843 -3.906 -0.215
H -1.721 -5.094 4.730
H 1.455 4.434 6.175
H 2.265 2.959 3.206
H 1.523 5.386 -1.500
H -3.571 -0.738 -4.783
H 0.991 2.411 -0.562
H -2.415 -3.195 -0.994
H -0.573 1.970 7.373
H 4.951 -1.946 1.266
H 2.027 -0.815 -1.321
H 4.769 0.738 1.986
H 0.193 0.084 3.902
H 5.548 -5.790 2.695
H -2.121 1.513 -1.757
H -0.487 -2.341 6.300
H -6.070 -2.831 -0.920
H -1.958 -1.353 6.055
H 5.176 3.605 -1.842
H -4.549 -0.940 -2.416
H -0.134 4.845 -4.869
H 0.455 1.154 -5.239
H -0.516 1.412 -3.828
H 5.739 -4.939 4.287
H 5.621 1.773 5.283
H 5.977 -0.018 -2.337
H 1.353 5.064 -4.146
H 2.803 -1.639 4.185
H 1.352 5.226 0.872
H 0.947 -1.611 0.740
H 0.381 4.023 -1.427
H 4.468 2.402 1.737
H 0.158 2.009 1.041
H -5.460 0.736 -1.051
H -2.863 -1.379 -2.492
H -1.806 -0.850 3.178
H -2.343 1.650 2.352
H 4.331 -1.485 4.967
H -5.491 -4.480 -5.927
H 5.477 -2.834 3.474
H 3.454 -1.476 1.809
H 3.600 -3.065 5.039
H -5.086 -1.473 -4.630
H 2.219 2.922 -4.450
H -3.127 0.381 -1.359
H 2.823 5.338 5.263
H -3.708 2.879 2.573
H -6.065 -3.716 -4.540
H -0.016 0.321 7.356
H -6.058 2.450 -1.092
H 1.118 0.362 -1.843
H -0.363 -4.615 5.660
H 1.423 4.651 4.531
H -1.968 4.336 -3.033
H 3.730 1.002 4.092
H -0.228 4.441 1.123
H -2.027 -5.140 -4.752
H 3.040 -1.074 -4.017
H 2.411 1.829 -3.119
H 0.867 -0.528 5.353
H -2.275 -1.075 1.507
H 4.116 -4.272 1.650
H -0.397 -1.085 -0.232
H 1.830 0.624 0.996
H 2.700 -3.658 2.565
H -6.001 -4.251 -1.841
H -3.383 -2.686 -6.019
H -1.149 -2.242 2.247
H 4.049 2.311 -1.550
H 0.172 6.563 -3.119
H 4.902 0.564 -3.535
H -4.144 3.469 0.305
H -5.755 1.396 -2.501
H -3.002 -5.097 -6.202
H 5.937 3.040 4.079
H -3.601 -2.161 -0.238
H -3.840 1.110 2.833
H 0.302 -0.945 -6.017
H -6.331 -2.647 -2.675
H 3.654 4.039 3.333
H 6.215 1.370 3.668
H 0.671 -2.300 -4.873
*
```

M, g mol⁻¹: 903.23
SMILES: CC1(C)CCCC(C)(C)N1O.COC[C@H](C)N.COC[C@H](C)N.COC[C@H](C)N.COC[C@H](C)N.COC[C@H](C)N.NC(N)=O.NC(N)=O.NC(N)=O.NC(N)=O.NC(N)=O
Relative energy (zero: lowest compared OMol25 entry of this formula, charge and spin), kcal/mol: 8.4
LUMO level, eV: 0.208
Kohn-Sham gap, hartree: 0.2958
HOMO level, Ha: -0.288

***

Record 2
A structure of composition C34H94N6O13 at a distorted geometry, computed with the ωB97M-V functional and the def2-TZVPD basis.

The geometry in ORCA input format:
```
! wB97M-V def2-TZVPD RIJCOSX def2/J DEFGRID3
* xyz 0 1
O -13.217 -14.572 14.045
O -15.059 -8.548 17.242
O -10.107 -14.919 15.560
O -22.399 -11.739 19.517
O -18.884 -20.391 14.146
O -10.512 -11.763 12.981
O -12.085 -10.066 15.355
O -13.552 -11.098 16.375
O -14.931 -10.137 11.403
O -16.280 -12.538 17.103
O -13.514 -11.207 18.244
O -14.801 -15.417 17.608
O -15.884 -13.462 15.285
N -19.781 -11.670 17.883
N -15.708 -10.640 14.305
N -11.992 -16.742 11.355
N -9.464 -13.259 16.299
N -16.736 -7.428 14.207
N -16.516 -17.787 15.289
C -11.932 -11.785 12.913
C -10.087 -12.288 15.423
C -16.460 -7.580 15.613
C -17.485 -18.807 15.493
C -15.247 -9.101 12.308
C -16.575 -12.962 14.178
C -18.612 -12.502 17.447
C -19.327 -20.989 12.906
C -13.293 -15.425 12.927
C -13.917 -12.416 18.755
C -17.335 -11.690 17.509
C -23.678 -11.163 19.806
C -15.000 -16.334 16.506
C -13.753 -14.507 17.460
C -17.658 -7.299 16.468
C -15.538 -8.787 15.928
C -15.475 -10.027 10.099
C -17.997 -19.288 14.087
C -14.469 -14.086 14.491
C -15.092 -11.812 16.819
C -11.908 -16.090 12.640
C -16.695 -14.424 15.987
C -14.854 -9.578 13.734
C -13.567 -12.206 15.523
C -16.263 -17.199 16.613
C -9.802 -12.569 13.933
C -15.745 -11.860 13.481
C -9.643 -10.882 15.839
C -21.017 -12.495 17.755
C -14.293 -9.593 17.730
C -12.517 -8.860 14.737
C -22.196 -11.656 18.114
C -10.755 -15.075 12.506
C -11.562 -14.765 15.578
H -16.156 -14.832 16.843
H -18.354 -18.455 16.050
H -15.856 -6.693 15.806
H -13.088 -10.350 15.993
H -15.456 -9.018 9.686
H -16.054 -9.745 15.868
H -9.895 -14.123 16.000
H -16.220 -11.764 12.504
H -14.983 -15.685 15.630
H -17.140 -16.589 16.831
H -14.357 -13.734 15.516
H -15.499 -10.801 15.280
H -11.136 -12.492 15.635
H -13.618 -13.115 17.973
H -16.745 -13.844 13.561
H -13.405 -12.607 19.698
H -15.209 -14.885 14.527
H -13.514 -14.866 12.018
H -12.590 -12.422 15.090
H -12.510 -12.688 12.719
H -20.977 -13.404 18.356
H -14.035 -13.051 16.028
H -15.069 -11.273 15.871
H -17.344 -7.238 17.510
H -13.621 -11.167 17.291
H -17.137 -11.368 18.532
H -15.928 -17.943 17.335
H -18.475 -21.352 12.331
H -12.242 -11.076 12.146
H -18.507 -13.387 18.075
H -17.109 -19.466 13.481
H -18.541 -18.442 13.668
H -23.736 -10.102 19.562
H -14.862 -10.522 17.683
H -19.994 -21.807 13.180
H -13.780 -13.771 18.264
H -14.112 -16.141 12.989
H -16.998 -19.633 16.011
H -12.957 -8.256 15.530
H -17.562 -12.536 14.356
H -9.842 -15.504 12.093
H -18.778 -12.830 16.421
H -12.277 -11.353 13.853
H -14.255 -11.873 14.745
H -13.300 -9.760 17.313
H -15.679 -18.215 14.921
H -11.147 -17.292 11.400
H -9.875 -13.635 13.714
H -17.395 -10.800 16.883
H -18.425 -8.065 16.357
H -13.274 -9.002 13.965
H -16.880 -15.227 15.274
H -13.789 -9.807 13.720
H -18.132 -6.368 16.156
H -15.881 -7.543 13.683
H -11.016 -14.216 11.888
H -8.561 -10.767 15.771
H -23.695 -11.285 20.889
H -12.735 -17.420 11.266
H -13.873 -13.929 16.544
H -10.015 -15.855 15.754
H -14.787 -12.262 13.149
H -10.019 -10.525 16.798
H -17.654 -14.015 16.306
H -14.839 -13.266 13.876
H -16.322 -8.924 12.348
H -11.173 -9.931 15.622
H -23.007 -12.027 17.487
H -12.024 -13.946 15.028
H -10.407 -14.803 13.503
H -16.463 -10.487 10.062
H -22.120 -10.620 17.784
H -11.792 -16.780 13.476
H -21.104 -12.749 16.698
H -14.700 -8.213 11.991
H -10.075 -10.145 15.162
H -19.914 -20.295 12.305
H -14.834 -10.616 9.443
H -11.969 -15.752 15.358
H -14.681 -11.233 17.646
H -10.028 -13.202 17.135
H -19.766 -11.477 18.874
H -24.526 -11.686 19.365
H -14.422 -12.660 16.682
H -8.753 -12.326 13.767
H -15.001 -12.478 18.854
H -17.216 -8.251 13.871
H -14.928 -8.691 14.363
H -11.669 -14.550 16.641
H -14.100 -16.945 16.437
H -11.741 -8.243 14.284
H -12.816 -15.060 17.407
H -14.716 -8.630 15.228
H -14.058 -9.358 18.768
*
```

M, g mol⁻¹: 795.15
Relative energy (zero: lowest compared OMol25 entry of this formula, charge and spin), kcal/mol: 1349.4
LUMO level, eV: 0.125
Kohn-Sham gap, hartree: 0.2621
HOMO level, Ha: -0.258